Formula: C4H9N2
Source: the OMol25 dataset
Level of theory: the ωB97M-V functional and the def2-TZVPD basis

## Properties
Net charge = +1
Max |F| = 4.9 eV/Å
ΔE to the lowest compared entry with this formula, charge and spin = 141.4 kcal/mol

Each line ends with the natural charge from an NBO analysis.
Atoms and positions in Å:
C1 2.128 0.274 0.027  -0.08
C2 1.819 -0.826 -0.497  0.17
C3 -0.159 1.068 0.299  -0.27
C4 -1.150 0.167 -0.515  -0.24
N1 0.988 0.404 0.774  -0.39
N2 -1.694 -0.884 0.305  -0.88
H1 2.812 1.050 -0.238  0.26
H2 1.184 -1.674 -0.599  0.27
H3 0.204 1.888 -0.251  0.23
H4 -0.793 1.378 1.138  0.27
H5 -0.597 -0.383 -1.330  0.17
H6 -1.984 0.679 -1.256  0.27
H7 -2.682 -1.226 0.132  0.42
H8 0.908 -0.328 1.553  0.45
H9 -0.983 -1.588 0.459  0.35